Density functional theory data (ωB97M-V/def2-TZVPD) for a molecular structure, C20H28MnNO3 at a distorted geometry.

- Highest occupied orbital energy (alpha / beta): -2.36 / -3.37 eV
- Spin multiplicity: 6
- Total charge: -1
- Gap between HOMO and LUMO (alpha / beta): 4.915 / 5.913 eV

Element x y z (Å)
Mn (0.958, -1.175, 1.958)
O (-1.253, 0.725, -2.213)
O (3.595, -3.822, 4.155)
O (1.149, 1.557, 0.823)
N (2.179, -2.123, 3.204)
C (0.607, 2.337, -0.300)
C (-2.117, 0.102, -3.208)
C (-0.405, -1.628, 3.756)
C (-1.291, -1.246, 1.669)
C (-3.231, -0.225, -2.162)
C (-2.331, 0.587, -1.234)
C (-0.754, 0.012, 2.106)
C (1.231, -3.191, 0.327)
C (2.003, 2.424, 1.600)
C (-1.528, -1.144, -3.820)
C (2.895, -2.980, 3.667)
C (1.949, 3.845, 1.018)
C (2.575, -2.757, 0.479)
C (1.270, -0.925, -0.101)
C (-0.232, -0.218, 3.439)
C (0.451, -2.110, -0.146)
C (1.276, 3.706, -0.347)
C (-1.054, -2.243, 2.634)
C (-2.385, 1.195, -4.241)
C (2.601, -1.346, 0.298)
H (-0.947, 0.955, 1.607)
H (-1.258, -1.857, -3.042)
H (-4.220, 0.211, -2.372)
H (-2.048, 0.058, -0.306)
H (2.947, 4.268, 0.927)
H (-0.640, -0.843, -4.382)
H (-1.425, 1.476, -4.697)
H (0.983, 0.033, -0.478)
H (1.627, 2.388, 2.630)
H (1.324, 4.492, 1.639)
H (3.486, -0.706, 0.238)
H (3.029, 2.025, 1.561)
H (-0.289, -2.119, 4.723)
H (-2.725, 1.583, -0.988)
H (-2.229, -1.603, -4.527)
H (-0.503, -2.162, -0.646)
H (-3.073, 0.866, -5.037)
H (2.032, 3.703, -1.132)
H (0.759, 1.798, -1.255)
H (0.559, 4.505, -0.565)
H (0.874, -4.211, 0.479)
H (-1.946, -1.382, 0.812)
H (-2.767, 2.114, -3.774)
H (0.076, 0.577, 4.113)
H (-1.396, -3.280, 2.529)
H (3.427, -3.429, 0.584)
H (-0.484, 2.467, -0.150)
H (-3.333, -1.285, -1.854)

***

Density functional theory data (ωB97M-V/def2-TZVPD) for a molecular structure, C23H29FN2O4RuSb2 at a distorted geometry.

- Highest occupied orbital energy (alpha / beta): -13.90 / -13.90 eV
- Total charge: +2
- Gap between HOMO and LUMO (alpha / beta): 4.970 / 4.970 eV

Element x y z (Å)
Sb (2.185, -0.299, -1.659)
Sb (-1.510, 0.066, -2.617)
Ru (-0.097, -0.116, -0.485)
F (4.347, 5.225, -0.349)
O (4.246, 4.953, -3.142)
O (-1.260, 1.877, -0.457)
O (-0.216, 4.183, -2.935)
O (0.890, 1.979, -0.366)
N (1.978, 4.808, -3.017)
N (0.864, 4.634, -0.991)
C (-0.283, 0.140, -6.087)
C (3.263, 4.953, -2.457)
C (1.698, 0.114, -4.720)
C (-1.599, -1.749, -3.715)
C (0.382, 0.546, -4.931)
C (-0.337, 1.377, -3.923)
C (2.264, -0.787, -5.621)
C (-0.571, 0.154, 1.797)
C (-0.269, 4.076, -0.291)
C (1.582, -1.204, -6.753)
C (2.066, 4.880, -0.334)
C (-3.421, 0.977, -2.687)
C (0.309, -0.718, -7.000)
C (3.800, 0.565, -0.588)
C (0.610, -0.587, 1.628)
C (-1.623, -0.556, 1.165)
C (0.802, 4.540, -2.369)
C (-0.212, 2.555, -0.372)
C (0.264, -1.840, 1.022)
C (2.959, -2.230, -2.080)
C (2.546, 0.628, -3.591)
C (3.206, 5.038, -0.996)
C (-1.124, -1.817, 0.744)
H (2.463, 1.701, -3.420)
H (3.595, 0.370, -3.741)
H (-2.453, -2.330, -3.368)
H (3.605, 1.619, -0.403)
H (2.037, 4.935, 0.746)
H (3.939, 0.045, 0.358)
H (2.046, -1.890, -7.449)
H (-0.238, 4.372, 0.758)
H (-0.665, 1.094, 2.319)
H (-0.220, -1.011, -7.898)
H (0.936, -2.671, 0.874)
H (-1.280, 0.527, -6.276)
H (-3.309, 2.027, -2.433)
H (-2.663, -0.265, 1.150)
H (4.685, 0.438, -1.208)
H (3.039, -2.802, -1.158)
H (0.304, 1.924, -3.241)
H (-1.726, -2.642, 0.396)
H (-1.202, 4.404, -0.740)
H (1.934, 4.832, -4.028)
H (2.327, -2.762, -2.788)
H (-1.709, -1.543, -4.777)
H (1.569, -0.356, 2.066)
H (-3.795, 0.854, -3.701)
H (3.955, -2.097, -2.502)
H (-4.097, 0.496, -1.983)
H (-1.074, 2.059, -4.342)
H (-0.685, -2.310, -3.540)
H (3.280, -1.130, -5.456)

***

Looking at energy above the lowest of the compared OMol25 structures with the same formula, charge and spin for the records above, in order, we have 0.0; 215.4 kJ/mol.
Looking at energy for the records above, in order, we have -60144.5585; -53850.5109 eV.